The following is a quantum chemistry calculation of a molecular structure, C11H17N3OS3, from OMol25.

Geometry as XYZ:
```
35
Properties=species:S:1:pos:R:3:forces:R:3:mulliken_charge:R:1
C 3.789 2.148 0.336 -0.3 -0.2 0.1 -0.93
H 4.530 1.423 0.658 0.1 0.0 0.0 0.33
H 3.714 2.153 -0.746 0.1 0.0 0.0 0.26
H 4.027 3.137 0.713 0.0 0.1 0.0 0.38
S 2.180 1.700 1.036 0.1 0.4 0.2 0.02
C 1.990 0.136 0.321 0.9 -0.3 -0.6 0.18
N 2.888 -0.381 -0.473 0.4 0.5 0.0 -0.47
S 2.394 -1.861 -0.982 -0.9 0.1 0.6 0.00
C 0.915 -1.707 -0.051 0.5 -0.2 -0.3 0.45
N 0.866 -0.571 0.584 -0.4 -0.3 0.3 -0.33
S -0.277 -2.944 -0.010 -0.4 -0.3 0.1 -0.13
C -1.465 -2.270 1.200 0.1 0.0 -0.3 -0.79
H -0.891 -1.785 1.987 0.0 0.0 0.1 0.36
H -1.999 -3.139 1.582 0.0 0.1 0.0 0.39
C -2.466 -1.316 0.540 0.4 -0.3 0.3 0.75
O -3.586 -1.676 0.249 -0.4 -0.2 -0.1 -0.67
N -1.976 -0.085 0.348 0.2 0.6 0.0 0.21
H -1.010 0.104 0.588 -0.1 -0.3 0.1 0.14
C -2.729 0.971 -0.299 -0.5 0.1 -0.2 -0.27
C -2.735 2.233 0.568 0.1 -0.2 0.1 -1.02
C -1.357 2.887 0.630 -0.2 0.2 -0.2 -0.40
C -0.847 3.202 -0.772 0.2 -0.2 0.1 -0.78
C -0.789 1.933 -1.617 -0.2 0.2 -0.1 0.01
C -2.164 1.274 -1.692 0.1 -0.2 0.1 -1.04
H -2.857 1.943 -2.204 -0.1 0.0 -0.1 0.44
H -2.108 0.346 -2.265 -0.1 0.0 0.0 0.39
H -0.068 1.240 -1.180 0.1 -0.1 0.0 -0.18
H -0.446 2.171 -2.626 0.1 -0.1 0.0 0.34
H 0.146 3.652 -0.710 0.0 0.1 0.0 0.36
H -1.515 3.922 -1.250 0.0 0.1 0.0 0.39
H -1.419 3.806 1.216 0.1 0.0 0.1 0.32
H -0.647 2.227 1.133 0.0 0.0 0.1 0.12
H -3.076 1.977 1.573 -0.1 0.0 0.0 0.39
H -3.450 2.938 0.140 -0.1 0.1 0.0 0.40
H -3.749 0.585 -0.399 0.2 0.1 0.0 0.38
```
Positions in Å, forces in eV/Å.

Results
**HOMO level**: -8.7064 eV
**E**: -50707.7514 eV
**HOMO-LUMO gap**: 9.1 eV
**Strongest force on any atom**: 0.022 hartree/bohr



The following is a quantum chemistry calculation of a single C4H7NO2 molecule, from OMol25.

Geometry as XYZ:
```
14
Properties=species:S:1:pos:R:3:forces:R:3:mulliken_charge:R:1
O -0.958 -0.736 1.340 0.2 0.0 0.0 -0.59
C -0.939 -0.056 0.112 0.1 0.1 -0.3 0.14
C -0.076 1.235 0.302 -0.2 0.0 -0.1 -0.55
O 1.029 0.921 1.091 0.2 -0.1 -0.2 -0.84
C 1.883 -0.513 -0.212 -0.5 0.1 -0.4 0.22
N 1.098 -1.033 -0.915 0.3 0.3 0.5 -0.31
C -0.377 -0.963 -0.995 -0.2 0.0 0.0 -0.61
H -0.148 -0.399 1.780 -0.2 -0.1 0.1 0.41
H -1.969 0.199 -0.179 0.2 0.0 0.1 0.38
H 0.197 1.658 -0.687 -0.1 -0.1 0.2 0.30
H -0.693 1.989 0.818 0.1 -0.1 -0.1 0.36
H 2.322 0.285 0.441 -0.1 -0.1 0.1 0.43
H -0.616 -0.601 -2.001 0.1 0.0 0.2 0.32
H -0.752 -1.985 -0.895 0.1 0.2 0.0 0.32
```
Positions in Å, forces in eV/Å.

Results
**HOMO level**: -8.9134 eV
**E**: -9842.8370 eV
**HOMO-LUMO gap**: 9.3 eV
**Strongest force on any atom**: 0.013 hartree/bohr
**Energy above the lowest of the compared OMol25 structures with the same formula, charge and spin**: 4.443 eV



Look up the HOMO level of the second one.
-8.9134 eV



The lowest HOMO level belongs to which entry?
C4H7NO2



What is the formula in the second record?
C4H7NO2